<a>
Below is one molecule with the formula C3H2N4O, with properties calculated with ωB97M-V/def2-TZVPD.

Atoms and positions in Å:
O -2.333 -0.296 0.699
C -1.496 -0.049 -0.134
N -1.059 1.246 -0.734
N 0.156 1.439 -0.535
C 0.943 0.652 0.375
C 0.979 -0.680 0.303
N 0.278 -1.484 -0.639
N -0.787 -0.944 -1.007
H 1.608 1.312 0.811
H 1.711 -1.196 0.860

LUMO energy, eV: -1.1
Spin multiplicity: 1
Frontier orbital gap, eV: 8.6


<b>
Below is one molecule with the formula C3H2N4O, with properties calculated with ωB97M-V/def2-TZVPD.

Atoms and positions in Å:
O 0.032 1.243 -2.540
C 0.750 1.108 -1.518
C 0.341 0.393 -0.288
C 1.024 0.034 0.883
N 0.697 -1.062 1.711
N -0.686 -1.468 1.509
N -1.435 -0.784 0.695
N -1.002 0.288 -0.139
H 1.898 1.428 -1.368
H 2.148 0.598 0.792

LUMO energy, eV: -2.2
Spin multiplicity: 1
Frontier orbital gap, eV: 8.5


Most stable one: <a>, least stable one: <b>.


<a>
Below is one molecule with the formula C3H2N4O, with properties calculated with ωB97M-V/def2-TZVPD.

Atoms and positions in Å:
C 0.447 -0.802 1.280
C -0.275 0.771 0.063
C 0.213 0.074 -0.946
H 0.674 -1.627 2.068
H 1.081 -2.026 -0.343
N -0.208 0.370 1.398
N -0.954 1.847 -0.437
N -1.772 2.461 -0.966
N 0.695 -1.047 0.021
O 0.101 -0.023 -2.137

LUMO energy, eV: -0.4
Spin multiplicity: 1
Frontier orbital gap, eV: 8.0


<b>
Below is one molecule with the formula C3H2N4O, with properties calculated with ωB97M-V/def2-TZVPD.

Atoms and positions in Å:
O 2.114 -0.494 0.784
C 1.437 -0.372 -0.170
N 1.276 1.047 -0.818
N 0.105 1.399 -0.743
C -0.736 0.768 0.305
C -1.044 -0.488 0.354
N -0.568 -1.305 -0.674
N 0.589 -1.244 -1.090
H -1.237 1.512 1.134
H -1.937 -0.824 0.919

LUMO energy, eV: -0.7
Spin multiplicity: 1
Frontier orbital gap, eV: 8.6


<c>
Below is C3H2N4O as an isolated structure, with properties calculated with ωB97M-V/def2-TZVPD.

Atoms and positions in Å:
C 1.530 0.749 1.007
C -0.327 0.641 0.189
C 0.442 -0.537 -0.185
H 2.356 1.031 1.706
H -2.339 -1.240 -0.551
N 0.422 1.440 0.962
N -1.543 0.485 -0.247
N -1.582 -0.638 -1.005
N 1.651 -0.438 0.257
O -0.315 -1.357 -0.874

LUMO energy, eV: -0.8
Spin multiplicity: 1
Frontier orbital gap, eV: 9.6


<d>
Below is one molecule with the formula C3H2N4O, with properties calculated with ωB97M-V/def2-TZVPD.

Atoms and positions in Å:
O -2.978 -0.264 -0.330
C -1.789 -0.044 -0.517
C -0.603 -0.104 0.631
C 0.676 -0.648 0.306
N 1.823 -1.152 -0.093
N 2.529 -0.041 -0.401
N 1.950 1.046 -0.194
N 0.769 0.717 0.244
H -1.379 0.497 -1.336
H -0.997 -0.005 1.689

LUMO energy, eV: -1.4
Spin multiplicity: 1
Frontier orbital gap, eV: 9.4


Most stable one: <a>, least stable one: <d>.


<a>
Below is one molecule with the formula C5H7NS, with properties calculated with ωB97M-V/def2-TZVPD.

Atoms and positions in Å:
C -0.262 -1.191 -1.442
C -0.232 -0.156 -0.354
C -1.370 0.502 0.291
C -0.899 1.254 1.300
N 0.489 1.127 1.408
C 0.804 0.199 0.431
S 2.495 -0.404 0.375
H -0.901 -0.902 -2.279
H -0.589 -2.171 -1.076
H 0.714 -1.352 -1.912
H -2.437 0.391 0.212
H -1.406 1.894 1.941
H 1.159 1.482 2.059
H 2.437 -0.673 -0.954

LUMO energy, eV: 0.8
Spin multiplicity: 1
Frontier orbital gap, eV: 8.7


<b>
Below is one molecule with the formula C5H7NS, with properties calculated with ωB97M-V/def2-TZVPD.

Atoms and positions in Å:
C -1.702 1.490 -0.521
C -0.957 0.504 0.181
S -1.582 -0.124 1.684
C -0.206 -1.322 1.755
C 0.621 -1.116 0.762
N 0.256 -0.157 -0.154
C 1.362 0.231 -1.095
H -2.700 1.543 -0.062
H -1.455 2.067 -1.426
H -0.133 -2.160 2.405
H 1.404 -1.838 0.535
H 2.157 -0.508 -0.854
H 1.170 0.115 -2.251
H 1.766 1.274 -0.958

LUMO energy, eV: 0.9
Spin multiplicity: 1
Frontier orbital gap, eV: 7.9


<c>
Below is one molecule with the formula C5H7NS, with properties calculated with ωB97M-V/def2-TZVPD.

Atoms and positions in Å:
C -0.938 -1.576 -1.115
C 0.144 -0.821 -0.965
S 1.583 -1.033 -2.014
C 2.370 0.325 -1.176
C 1.639 0.856 -0.201
N 0.325 0.305 -0.124
C -0.638 0.371 0.923
H -1.060 -2.374 -1.895
H -1.932 -1.234 -0.718
H 3.418 0.596 -1.385
H 1.846 1.649 0.365
H -0.317 1.094 1.548
H -1.660 0.586 0.408
H -0.591 -0.675 1.433

LUMO energy, eV: 0.9
Spin multiplicity: 1
Frontier orbital gap, eV: 8.1


Most stable one: <a>, least stable one: <b>.


<a>
Below is one molecule with the formula C5H7NS, with properties calculated with ωB97M-V/def2-TZVPD.

Atoms and positions in Å:
H 0.054 -2.159 -2.450
N 0.340 -1.252 -1.951
C -0.217 -0.868 -0.910
S -1.288 -1.822 0.112
C -1.140 -0.684 1.515
C -0.394 0.575 1.097
C 0.188 0.387 -0.112
C 1.196 1.328 -0.710
H -0.594 -1.039 2.322
H -2.127 -0.327 1.931
H -0.334 1.455 1.738
H 1.128 1.274 -1.772
H 2.145 0.838 -0.360
H 1.043 2.294 -0.449

LUMO energy, eV: 0.9
Spin multiplicity: 1
Frontier orbital gap, eV: 9.8


<b>
Below is a 3-piece molecular cluster, C5H7NS overall, with properties calculated with ωB97M-V/def2-TZVPD.

Atoms and positions in Å:
C 3.610 -0.572 -0.301
C 3.503 -1.693 0.340
C 1.801 0.915 0.562
C -4.579 0.003 0.024
C -3.569 0.695 -0.690
N -5.513 -0.435 0.535
S 1.652 2.329 -0.049
H 2.645 -2.040 0.834
H 4.534 -2.344 0.482
H 1.666 0.453 1.495
H -2.679 0.752 -0.153
H -3.666 0.228 -1.762
H -3.795 1.696 -0.661
H 4.390 0.011 -0.656

LUMO energy (alpha / beta), eV: -0.7 / -0.4
Spin multiplicity: 1
Frontier orbital gap (alpha / beta), eV: 7.1 / 7.8


Most stable one: <a>, least stable one: <b>.


<a>
Below is one molecule with the formula C3H4OS2, with properties calculated with ωB97M-V/def2-TZVPD.

Atoms and positions in Å:
O -0.807 -1.038 -1.346
C -1.188 -0.946 -0.092
C -0.757 0.294 0.591
S -0.100 1.541 -0.479
C 1.460 0.832 -0.505
S 2.088 -0.563 -0.125
H -1.408 -1.783 0.425
H -1.554 0.477 1.446
H 0.104 -0.211 1.283
H 2.162 1.396 -1.198

LUMO energy, eV: -0.1
Spin multiplicity: 1
Frontier orbital gap, eV: 8.7


<b>
Below is one molecule with the formula C3H4OS2, with properties calculated with ωB97M-V/def2-TZVPD.

Atoms and positions in Å:
C -1.296 0.833 -0.068
C -0.593 -0.583 -0.008
S -1.111 -2.096 0.001
C 0.940 -0.155 0.057
O 1.284 0.962 0.018
S 2.214 -1.434 -0.052
H -2.414 0.603 -0.392
H -1.530 1.083 1.051
H -0.748 1.463 -0.794
H 3.254 -0.677 0.185

LUMO energy, eV: -1.2
Spin multiplicity: 1
Frontier orbital gap, eV: 7.8


<c>
Below is one molecule with the formula C3H4OS2, with properties calculated with ωB97M-V/def2-TZVPD.

Atoms and positions in Å:
O 0.920 -0.173 1.218
C -0.269 0.558 0.825
C -0.819 -0.065 -0.481
S -0.933 -1.909 -0.515
C 0.240 -0.773 -1.095
S 1.701 -0.587 -1.812
H 1.740 0.151 0.794
H -0.028 1.544 0.451
H -1.004 0.639 1.607
H -1.549 0.614 -0.993

LUMO energy, eV: -0.4
Spin multiplicity: 1
Frontier orbital gap, eV: 8.4


<d>
Below is one molecule with the formula C3H4OS2, with properties calculated with ωB97M-V/def2-TZVPD.

Atoms and positions in Å:
O 0.639 2.103 0.006
C -0.446 1.587 -0.101
C -0.678 0.108 0.288
S -1.959 -0.696 -0.209
C 0.482 -0.522 0.917
S 1.767 -0.863 -0.325
H -1.294 2.038 -0.569
H 0.181 -1.464 1.427
H 0.813 0.140 1.733
H 2.108 0.372 -0.723

LUMO energy, eV: -1.5
Spin multiplicity: 1
Frontier orbital gap, eV: 7.7


Most stable one: <d>, least stable one: <a>.